No. 1
Here is C34H31BrIN8O4S3Tm as an isolated structure at a distorted geometry from the OMol25 dataset. Energies are from ωB97M-V/def2-TZVPD.

Each line ends with the Mulliken spin population.
Geometry (Å):
Tm (0.10368, -0.99956, 0.14341)  2.018
C (-0.88356, -3.81151, 3.02521)  0.000
C (-2.00297, -2.83828, 2.80564)  0.001
N (-3.22387, -3.15940, 3.14952)  0.000
C (-4.21402, -2.26530, 2.97632)  -0.001
C (-4.04675, -1.05007, 2.36368)  0.000
C (-5.22729, -0.12025, 2.22217)  0.000
O (-5.04200, 1.10197, 2.93666)  0.000
C (-2.74697, -0.69315, 1.91731)  -0.001
C (-2.55046, 0.52214, 1.16959)  -0.001
N (-1.45638, 0.89920, 0.58219)  -0.002
C (-1.47870, 2.14488, -0.07176)  0.000
C (-2.25122, 3.20620, 0.42839)  0.000
C (-2.34335, 4.42031, -0.22237)  0.000
C (-1.64004, 4.63437, -1.39783)  0.000
C (-0.83263, 3.62806, -1.89595)  0.000
C (-0.74247, 2.41775, -1.22862)  0.000
I (0.61599, 1.01094, -2.10938)  -0.001
C (-1.67819, -1.56996, 2.22109)  0.001
O (-0.43220, -1.25594, 2.02039)  0.001
H (-1.22857, -4.63721, 3.64255)  0.000
H (-0.04466, -3.30738, 3.50665)  0.000
H (-0.52427, -4.19683, 2.06880)  0.000
H (-5.18838, -2.58255, 3.33000)  0.000
H (-6.12603, -0.64332, 2.55785)  0.000
H (-5.38256, 0.16323, 1.18305)  0.000
H (-5.08022, 0.90968, 3.87796)  0.000
H (-3.44523, 1.12930, 1.05005)  0.000
H (-2.78457, 3.06915, 1.36019)  0.000
H (-2.96716, 5.20048, 0.19262)  0.000
H (-1.71526, 5.57528, -1.92530)  0.000
H (-0.26661, 3.77946, -2.80422)  0.000
S (-6.99796, -3.45014, 0.31073)  0.000
C (-5.45702, -3.22384, -0.22698)  0.000
S (-4.93780, -1.76494, -1.05010)  0.000
C (-3.25641, -2.30703, -0.95752)  -0.001
N (-3.14252, -3.47387, -0.43295)  0.000
N (-4.35713, -4.01414, -0.07188)  0.000
C (-4.32414, -5.36922, 0.36726)  0.000
C (-3.16471, -5.82015, 0.99050)  0.000
C (-3.06734, -7.13822, 1.40048)  0.000
C (-4.11711, -8.01774, 1.18339)  0.000
C (-5.26213, -7.57040, 0.54254)  0.000
C (-5.37148, -6.25247, 0.12840)  0.000
S (-2.01155, -1.33245, -1.60098)  -0.002
H (-2.35116, -5.12503, 1.13319)  0.000
H (-2.16784, -7.47952, 1.89683)  0.000
H (-4.04204, -9.04965, 1.50144)  0.000
H (-6.08312, -8.24970, 0.35410)  0.000
H (-6.25768, -5.92091, -0.38447)  0.000
C (4.28166, -4.87060, -1.65843)  0.000
C (3.43840, -6.07543, -1.24203)  0.000
C (3.41105, -6.20227, 0.27983)  0.000
C (2.00914, -5.99866, -1.81097)  0.000
N (1.35116, -4.74787, -1.48603)  0.000
C (1.41603, -3.56460, -2.11457)  0.000
N (0.69891, -2.70760, -1.44400)  -0.002
N (0.19889, -3.38888, -0.38993)  -0.004
N (0.58680, -4.59976, -0.41024)  0.000
H (5.31741, -5.02448, -1.35777)  0.000
H (3.93012, -3.96442, -1.16005)  0.000
H (4.26602, -4.71700, -2.74053)  0.000
H (3.88413, -6.97622, -1.67225)  0.000
H (2.85230, -5.38106, 0.73152)  0.000
H (4.42658, -6.16956, 0.67415)  0.000
H (2.95165, -7.14195, 0.58828)  0.000
H (1.39819, -6.79745, -1.39380)  0.000
H (2.02582, -6.09285, -2.89648)  0.000
H (1.96199, -3.35730, -3.01735)  0.000
Br (7.03053, 1.96534, 2.05467)  0.000
C (6.07178, 0.80976, 0.89270)  0.000
C (6.72146, 0.27191, -0.20612)  0.000
C (6.01997, -0.56158, -1.06487)  0.000
C (4.69373, -0.86558, -0.80532)  0.000
C (4.05785, -0.31970, 0.30353)  0.000
C (4.74131, 0.53544, 1.15639)  0.000
C (2.61346, -0.64325, 0.52911)  0.000
O (1.78262, 0.28292, 0.73139)  -0.003
O (2.25282, -1.84602, 0.43091)  -0.002
H (7.76269, 0.50092, -0.38438)  0.000
H (6.51298, -0.96915, -1.93755)  0.000
H (4.13405, -1.51194, -1.46934)  0.000
H (4.24034, 0.97221, 2.00912)  0.000

## Properties
HOMO-LUMO gap (spin up / spin down) ... 0.244 / 0.244 Ha
Relative energy (zero: lowest compared OMol25 entry of this formula, charge and spin) ... 0.528 eV
Lowest unoccupied orbital energy (spin up / spin down) ... -0.55 / -0.54 eV
Strongest force on any atom ... 1.89 eV/A
Charge ... 0
Total energy ... -196053.971 eV
Spin multiplicity ... 3
HOMO level (spin up / spin down) ... -0.264 / -0.264 hartree
Expectation value of S² ... 2.00

No. 2
Here is C34H31BrN8O6S2W as an isolated structure from the OMol25 dataset. Energies are from ωB97M-V/def2-TZVPD.

Each line ends with the Mulliken spin population.
Geometry (Å):
W (0.37380, 0.58477, 0.92948)  0.880
O (3.70920, -2.11251, 0.46764)  0.043
C (2.94780, -1.13989, 0.54528)  0.017
N (1.71062, -1.11720, 1.03886)  -0.042
C (1.26524, -2.28400, 1.74985)  0.004
C (0.43338, -1.80871, 2.90605)  0.012
C (0.10534, -2.61324, 3.98333)  0.002
C (-0.66242, -2.09382, 5.01188)  -0.004
C (-1.07485, -0.77347, 4.92562)  0.001
C (-0.71375, -0.02817, 3.81941)  -0.011
N (0.02186, -0.53326, 2.81883)  -0.003
C (3.36037, 0.22629, 0.12170)  0.057
C (4.62683, 0.48942, -0.36966)  -0.022
C (4.95573, 1.79434, -0.67749)  0.033
C (4.00593, 2.78803, -0.46660)  -0.018
C (2.76261, 2.44253, 0.02200)  0.049
N (2.43452, 1.17351, 0.30588)  -0.024
H (2.12115, -2.86550, 2.10391)  0.000
H (0.65748, -2.95780, 1.12946)  -0.001
H (0.46205, -3.63495, 4.00648)  0.000
H (-0.92449, -2.70217, 5.86803)  -0.001
H (-1.66167, -0.31308, 5.70842)  0.000
H (-0.99578, 1.00833, 3.70912)  -0.005
H (5.30549, -0.34292, -0.49101)  0.000
H (5.93474, 2.04178, -1.06860)  0.003
H (4.21793, 3.82606, -0.68249)  0.000
H (1.99049, 3.17552, 0.19695)  0.003
O (-1.59653, 1.03377, 1.33597)  -0.009
N (-2.53678, 0.83420, 0.40023)  0.027
C (-3.51398, 1.75446, 0.33703)  -0.002
C (-4.56038, 1.60741, -0.52870)  0.002
C (-4.57985, 0.47772, -1.35398)  -0.001
C (-3.55228, -0.42582, -1.29234)  -0.004
C (-2.46499, -0.24818, -0.41532)  -0.005
S (-1.10391, -1.26402, -0.31920)  0.029
H (-3.37275, 2.58387, 1.01246)  -0.001
H (-5.33055, 2.36247, -0.56943)  0.000
H (-5.39350, 0.32493, -2.05148)  0.000
H (-3.52799, -1.29206, -1.93614)  0.002
C (-4.74769, -4.83872, -3.39651)  0.000
C (-3.71773, -3.73423, -3.21764)  0.001
S (-2.25354, -4.10470, -4.16600)  0.000
O (-1.54484, -5.16752, -3.49356)  0.000
O (-2.63245, -4.27722, -5.54705)  0.000
C (-1.29424, -2.61508, -4.01207)  -0.007
C (0.12767, -2.84356, -4.52722)  0.000
N (0.99886, -1.80801, -3.99020)  0.000
C (1.48390, -1.86707, -2.72345)  0.000
N (1.89314, -0.69105, -2.28080)  0.002
C (1.68569, 0.18029, -3.30212)  0.000
C (1.11890, -0.47823, -4.35642)  -0.001
N (0.72096, 0.05083, -5.60514)  0.000
O (0.95027, 1.22664, -5.81693)  0.000
O (0.14864, -0.69104, -6.40016)  0.000
C (1.51030, -3.11697, -1.91806)  0.002
H (-5.64182, -4.60292, -2.82023)  0.000
H (-4.35539, -5.79217, -3.04482)  0.000
H (-5.02438, -4.94018, -4.44463)  0.000
H (-3.38644, -3.64202, -2.18251)  0.001
H (-4.08361, -2.76718, -3.56773)  0.000
H (-1.26775, -2.35612, -2.94806)  0.006
H (-1.80512, -1.83065, -4.57130)  0.000
H (0.16332, -2.83897, -5.60916)  0.000
H (0.49943, -3.79921, -4.16231)  0.000
H (1.89280, 1.23275, -3.21393)  -0.001
H (2.05577, -3.90983, -2.43316)  0.000
H (0.50331, -3.47890, -1.69877)  0.000
H (2.02215, -2.89558, -0.98474)  -0.001
N (1.92454, 8.38490, 7.13580)  -0.003
C (1.74666, 7.49662, 6.42418)  0.001
C (1.52495, 6.39213, 5.54143)  -0.008
C (0.24827, 5.84010, 5.40381)  0.003
C (0.03370, 4.77662, 4.55530)  0.000
C (1.08658, 4.21433, 3.80482)  0.016
C (2.36769, 4.78651, 3.95431)  -0.001
C (2.58120, 5.84947, 4.80281)  0.004
C (0.87493, 3.12517, 2.93760)  0.084
C (0.71211, 2.16695, 2.18202)  -0.110
H (-0.57468, 6.25701, 5.97052)  0.000
H (-0.95899, 4.35911, 4.45132)  0.000
H (3.18908, 4.36934, 3.38709)  -0.001
H (3.57245, 6.27299, 4.90362)  0.000
Br (-0.18472, 2.12681, -1.25137)  0.003

## Properties
HOMO-LUMO gap (spin up / spin down) ... 0.194 / 0.181 Ha
Relative energy (zero: lowest compared OMol25 entry of this formula, charge and spin) ... 0.000 eV
Lowest unoccupied orbital energy (spin up / spin down) ... 1.90 / 1.89 eV
Strongest force on any atom ... 0.79 eV/A
Charge ... -1
Total energy ... -153505.668 eV
Spin multiplicity ... 2
HOMO level (spin up / spin down) ... -0.125 / -0.112 hartree
Expectation value of S² ... 0.76

No. 3
Here is C34H31Cl3N6OSV as an isolated structure at a distorted geometry from the OMol25 dataset. Energies are from ωB97M-V/def2-TZVPD.

Each line ends with the Mulliken spin population.
Geometry (Å):
V (0.65449, 2.34727, -0.04797)  1.982
C (2.65349, 2.95331, 2.09632)  0.027
N (2.64163, 2.22871, 0.78677)  -0.079
C (3.64817, 2.81158, -0.14124)  -0.013
C (3.13315, 2.80317, -1.55007)  0.053
C (3.95551, 2.95447, -2.64306)  0.001
C (3.38453, 3.12811, -3.89619)  0.004
C (1.99959, 3.15526, -4.01696)  0.002
C (1.23645, 2.94687, -2.89455)  0.006
N (1.78479, 2.75926, -1.66574)  -0.030
C (2.85522, 0.75991, 0.98239)  -0.047
C (1.61397, 0.24669, 1.66599)  0.069
C (1.55400, -0.75080, 2.61252)  0.006
C (0.33839, -0.99947, 3.24424)  0.010
C (-0.77932, -0.24118, 2.91452)  -0.002
C (-0.66352, 0.69808, 1.91645)  0.047
N (0.51405, 0.93588, 1.30429)  -0.130
C (1.66344, 4.08572, 2.05067)  0.035
C (1.67673, 5.16396, 2.90426)  0.001
C (0.65720, 6.10814, 2.81569)  0.002
C (-0.35126, 5.95769, 1.86851)  -0.009
C (-0.29671, 4.86824, 1.03507)  -0.015
N (0.68876, 3.94210, 1.12040)  -0.016
H (3.65554, 3.30718, 2.33449)  0.000
H (2.36112, 2.26655, 2.89005)  -0.001
H (4.60897, 2.30561, -0.04925)  -0.002
H (3.80544, 3.85566, 0.13346)  -0.003
H (5.03130, 2.95846, -2.51597)  0.000
H (4.01309, 3.24495, -4.77114)  0.000
H (1.51994, 3.31676, -4.97276)  0.000
H (0.15894, 2.91063, -2.96602)  -0.007
H (3.75322, 0.55889, 1.56558)  -0.002
H (2.97786, 0.30329, -0.00193)  -0.008
H (2.44214, -1.31560, 2.86872)  0.001
H (0.26725, -1.77270, 4.00095)  -0.001
H (-1.72720, -0.39063, 3.41027)  0.001
H (-1.52076, 1.27373, 1.58522)  0.004
H (2.46837, 5.26767, 3.63634)  0.000
H (0.65181, 6.96162, 3.48387)  0.000
H (-1.15552, 6.67600, 1.77805)  0.000
H (-1.04941, 4.71099, 0.27020)  -0.002
Cl (-6.61764, -4.55466, 0.81539)  0.000
C (-5.15291, -4.13723, 0.02376)  0.000
C (-4.80983, -2.80550, -0.13484)  0.000
C (-3.62088, -2.49137, -0.76673)  0.000
C (-2.75847, -3.46866, -1.26297)  0.000
C (-1.49379, -3.13163, -2.01347)  0.001
C (-1.58792, -1.92420, -2.96701)  0.000
N (-1.38587, -0.59964, -2.33839)  0.008
C (-2.28643, 0.43870, -2.31953)  -0.014
C (-1.69112, 1.45287, -1.64512)  0.053
N (-0.41440, 1.03635, -1.24610)  0.030
C (-0.28098, -0.20837, -1.69809)  0.058
O (-0.31668, -2.90779, -1.24375)  0.000
C (-0.37522, -2.88823, 0.17712)  0.006
C (-0.32218, -4.23040, 0.83533)  0.001
C (-1.17839, -4.68635, 1.78954)  0.000
Cl (-2.54733, -3.86844, 2.43867)  0.000
S (-0.78074, -6.25647, 2.33510)  0.000
C (0.56251, -6.32750, 1.28266)  0.000
C (0.69725, -5.19468, 0.55412)  0.000
C (-3.13771, -4.79887, -1.08406)  0.000
Cl (-2.14535, -6.08966, -1.66442)  0.000
C (-4.31888, -5.13680, -0.44691)  0.000
H (-5.46723, -2.03027, 0.23679)  0.000
H (-3.36673, -1.44296, -0.86869)  0.000
H (-1.27181, -3.96843, -2.67134)  0.000
H (-2.55004, -1.91392, -3.47072)  0.000
H (-0.80673, -2.03267, -3.71563)  0.000
H (-3.25412, 0.37632, -2.79262)  0.000
H (-2.09264, 2.43281, -1.43132)  -0.002
H (0.57775, -0.84664, -1.57312)  -0.017
H (-1.23578, -2.31304, 0.53347)  -0.003
H (0.54115, -2.35186, 0.44496)  -0.003
H (1.18244, -7.21186, 1.25676)  0.000
H (1.47369, -5.04410, -0.18585)  0.000
H (-4.59183, -6.17691, -0.32542)  0.000

## Properties
HOMO-LUMO gap (spin up / spin down) ... 0.166 / 0.184 Ha
Relative energy (zero: lowest compared OMol25 entry of this formula, charge and spin) ... 0.000 eV
Lowest unoccupied orbital energy (spin up / spin down) ... -10.02 / -9.54 eV
Strongest force on any atom ... 1.50 eV/A
Charge ... +3
Total energy ... -120817.118 eV
Spin multiplicity ... 3
HOMO level (spin up / spin down) ... -0.534 / -0.534 hartree
Expectation value of S² ... 2.01

No. 4
Here is C34H31N3O2SiTa as an isolated structure from the OMol25 dataset. Energies are from ωB97M-V/def2-TZVPD.

Each line ends with the Mulliken charge.
Geometry (Å):
Ta (0.65840, 1.45196, 0.34255)  0.953
N (5.99454, 2.70511, 3.88208)  -0.417
C (5.50258, 2.35952, 2.90485)  -0.197
C (4.87779, 1.90929, 1.69326)  0.126
C (5.60734, 1.26802, 0.69654)  -0.126
C (4.94617, 0.82804, -0.43537)  -0.953
C (3.58495, 1.02313, -0.53236)  -0.085
N (2.87452, 1.63848, 0.43472)  -0.290
C (3.51493, 2.08261, 1.52887)  -0.093
H (6.67155, 1.11713, 0.81769)  0.536
H (5.47254, 0.32454, -1.23247)  0.468
H (3.02946, 0.68767, -1.39797)  0.516
H (2.91065, 2.57071, 2.27881)  0.707
C (-4.26070, -2.12096, 0.45191)  -1.965
C (-3.44305, -1.56473, -0.68128)  1.460
C (-2.54469, -2.38957, -1.35062)  -0.658
C (-1.82306, -1.92852, -2.44091)  -1.175
C (-2.00862, -0.63437, -2.89172)  -0.396
C (-2.88727, 0.20435, -2.21369)  -0.288
N (-3.14177, 1.51058, -2.70535)  0.085
C (-2.27723, 2.26407, -3.45613)  0.364
C (-2.77826, 3.00508, -4.53640)  -0.996
C (-1.93415, 3.71306, -5.36046)  -0.522
C (-0.55040, 3.70384, -5.16165)  -0.791
C (-0.04043, 3.01826, -4.08857)  -0.686
C (-0.88989, 2.33495, -3.19991)  0.435
C (-0.29910, 1.88331, -1.96405)  1.491
O (-0.97357, 1.76729, -0.85980)  -0.500
O (0.96518, 1.68203, -1.82146)  -0.764
C (-3.59408, -0.23440, -1.09407)  1.168
C (-4.51608, 0.71900, -0.38523)  -1.844
H (-4.04368, -3.17707, 0.59722)  0.407
H (-5.32931, -2.01899, 0.25376)  0.437
H (-4.04997, -1.60853, 1.39164)  0.304
H (-2.42831, -3.41512, -1.02231)  0.328
H (-1.14682, -2.59090, -2.96651)  0.470
H (-1.49972, -0.28107, -3.77994)  0.526
H (-4.11611, 1.72800, -2.84417)  0.331
H (-3.84162, 2.97810, -4.73985)  0.430
H (-2.35167, 4.26464, -6.19264)  0.408
H (0.10343, 4.24438, -5.83034)  0.436
H (1.02020, 3.02928, -3.87864)  0.423
H (-4.04146, 1.69617, -0.28234)  0.363
H (-4.78180, 0.35993, 0.60541)  0.443
H (-5.45172, 0.86362, -0.93439)  0.342
C (0.17846, 2.42468, 1.91763)  -0.838
H (-0.19828, 3.44855, 1.96185)  0.389
H (0.24662, 1.97711, 2.91705)  0.411
C (4.87822, -2.18737, 2.37803)  -0.449
C (3.98614, -1.51280, 3.20321)  -0.813
C (2.71585, -1.20460, 2.73992)  -0.153
C (2.31089, -1.56132, 1.44899)  0.045
C (3.22073, -2.24181, 0.63619)  -0.120
C (4.49384, -2.55448, 1.09643)  -0.685
Si (0.58455, -1.14588, 0.83239)  -0.244
C (-0.73475, -1.79097, 1.97789)  0.718
C (-1.47654, -0.96522, 2.82344)  0.028
C (-2.38647, -1.50385, 3.72390)  -0.743
C (-2.56794, -2.87694, 3.78691)  -0.441
C (-1.83982, -3.71278, 2.94964)  -0.708
C (-0.92953, -3.17387, 2.05480)  -0.385
H (5.86531, -2.44101, 2.74234)  0.446
H (4.27811, -1.23934, 4.20940)  0.465
H (2.02001, -0.70139, 3.40637)  0.413
H (2.92795, -2.54626, -0.36260)  0.434
H (5.17991, -3.09859, 0.46000)  0.453
H (0.49193, -1.70160, -0.54409)  -0.204
H (-1.35839, 0.11127, 2.77153)  0.098
H (-2.95504, -0.85033, 4.37280)  0.422
H (-3.27582, -3.29843, 4.48845)  0.396
H (-1.98136, -4.78470, 2.99703)  0.423
H (-0.36422, -3.84000, 1.41177)  0.432

## Properties
HOMO-LUMO gap ... 0.232 Ha
Relative energy (zero: lowest compared OMol25 entry of this formula, charge and spin) ... 0.761 eV
Lowest unoccupied orbital energy ... -4.07 eV
Strongest force on any atom ... 0.74 eV/A
Charge ... +1
Total energy ... -53749.976 eV
Spin multiplicity ... 1
HOMO level ... -0.382 hartree